Run P
The following is a quantum chemistry calculation of 2 unconnected molecules or ions with the total composition C4H10NO3, from the Open Molecules 2025 dataset.

## Properties
- HOMO energy: -4.1 eV
- Spin multiplicity: 1
- Net charge: -1
- Lowest unoccupied orbital energy: 3.96 eV

Last column: natural (NBO) charge in e.
CARTESIAN COORDINATES (ANGSTROEM)
C 0.6295 0.9314 1.0998  -0.428
N -0.7687 0.7147 0.7542  -0.449
C -1.1975 1.7320 -0.2079  -0.418
C -0.9657 -0.6118 0.1481  -0.343
C -0.4310 -0.8451 -1.2929  0.740
O -1.2650 -1.3554 -2.0742  -0.758
O 0.7782 -0.5764 -1.5318  -0.821
H 1.3435 0.6080 0.3526  0.224
H 0.8330 0.5117 2.0860  0.179
H 0.8529 2.0057 1.2231  0.169
H -2.2404 1.5518 -0.4840  0.192
H -0.5844 1.7813 -1.1164  0.184
H -1.0987 2.7013 0.2704  0.174
H -0.5195 -1.3719 0.7945  0.187
H -2.0325 -0.8333 0.1681  0.193
H 2.1266 -3.0048 0.2942  0.448
H 1.9362 -1.7346 -0.5227  0.513
O 2.6034 -2.2046 0.0390  -0.986


Run Q
The following is a quantum chemistry calculation of 2 unconnected molecules or ions with the total composition C4H10NO3, from the Open Molecules 2025 dataset.

## Properties
- HOMO energy: -3.7 eV
- Spin multiplicity: 1
- Net charge: -1
- Lowest unoccupied orbital energy: 3.83 eV

Last column: natural (NBO) charge in e.
CARTESIAN COORDINATES (ANGSTROEM)
O 2.2630 -0.5601 1.4530  -0.689
C 1.4399 -0.0536 0.6947  0.668
N 0.1233 -0.0100 0.9662  -0.644
C -0.9857 0.8806 0.4137  0.159
O -1.9946 0.9398 1.2580  -0.916
C 1.7754 0.5122 -0.6753  -0.501
C 1.2722 -0.4034 -1.8096  -0.607
H -0.1143 -0.3443 1.8903  0.394
H -1.2493 0.3863 -0.5719  0.067
H -0.5254 1.8179 0.0211  0.079
H 1.3802 1.5270 -0.7392  0.212
H 2.8284 0.6638 -0.7816  0.206
H 0.5548 -1.1197 -1.4630  0.229
H 2.1188 -0.8457 -2.3438  0.194
H 0.9055 0.2121 -2.6426  0.199
H -3.4104 -1.6458 2.0789  0.446
H -2.9193 -0.5661 1.1044  0.512
O -3.4625 -1.3910 1.1467  -1.007


Which is most stable, and by how much? run P, by 10.1 kcal/mol.


Run P
The following is a quantum chemistry calculation of 2 unconnected molecules or ions with the total composition C5H6N2O2, from the Open Molecules 2025 dataset.

## Properties
- HOMO energy: -9.6 eV
- Spin multiplicity: 1
- Net charge: 0
- Lowest unoccupied orbital energy: -1.26 eV

Last column: natural (NBO) charge in e.
CARTESIAN COORDINATES (ANGSTROEM)
C 1.3906 -0.2034 -1.0652  -0.084
C 0.3877 -0.1674 0.0417  -0.186
C 0.3562 -1.0008 1.1185  0.034
C -1.4964 0.4388 1.2961  0.612
C -0.7315 0.7782 0.0854  0.133
H -0.1881 0.0216 -2.2595  0.464
H 2.1594 0.8379 -1.1796  0.164
H 2.1918 -1.0986 -1.0704  0.209
H 1.2638 -1.5556 1.3212  0.241
H -0.6878 -0.9443 3.0147  0.347
H -0.6604 1.6776 -1.6705  0.329
N -1.1148 -0.9549 1.5768  -0.553
N -1.2398 1.5740 -0.8545  -0.537
O 0.6897 -0.5211 -2.2606  -0.706
O -2.3204 1.1179 1.9058  -0.468


Run Q
The following is a quantum chemistry calculation of a single C5H6N2O2 molecule, from the Open Molecules 2025 dataset.

## Properties
- SMILES: C=C1NC(=O)N(C)C1=O
- HOMO energy: -9.4 eV
- Spin multiplicity: 1
- Net charge: 0
- Lowest unoccupied orbital energy: 0.46 eV

Last column: natural (NBO) charge in e.
CARTESIAN COORDINATES (ANGSTROEM)
C 2.3123 0.8681 -0.4410  -0.452
C 1.0975 0.7063 0.0645  0.104
N 0.1586 1.6348 0.4262  -0.625
C -0.9810 0.9110 0.6967  0.793
O -2.0573 1.3453 1.0316  -0.543
N -0.7846 -0.4776 -0.0750  -0.448
C -1.6070 -1.5850 -0.4301  -0.429
C 0.4445 -0.6212 0.5106  0.610
O 1.0205 -1.6457 0.8388  -0.557
H 2.7382 1.8526 -0.5895  0.206
H 2.9105 -0.0003 -0.6954  0.231
H 0.1904 2.6359 0.2929  0.434
H -2.6348 -1.3784 -0.1123  0.227
H -1.5196 -1.7051 -1.5143  0.218
H -1.2883 -2.5407 -0.0035  0.230


Which is most stable, and by how much? run Q, by 89.0 kcal/mol.


Run P
The following is a quantum chemistry calculation of a single C5H6N2O2 molecule, from the Open Molecules 2025 dataset.

## Properties
- SMILES: C=NC1(N2OC2=O)CC1
- HOMO energy: -10.1 eV
- Spin multiplicity: 1
- Net charge: 0
- Lowest unoccupied orbital energy: -0.17 eV

Last column: natural (NBO) charge in e.
CARTESIAN COORDINATES (ANGSTROEM)
C -0.8435 -1.1667 1.7589  -0.018
N -0.1777 -0.2775 1.1712  -0.410
C -0.3186 0.0011 -0.2007  0.185
N -1.6584 -0.2921 -0.6883  -0.195
O -2.1374 -1.5695 -1.6316  -0.385
C -2.4865 -0.3084 -1.7372  0.857
O -3.1669 0.3998 -2.3700  -0.549
C 0.9741 -0.0998 -1.0425  -0.399
C 0.4483 1.2317 -0.6579  -0.385
H -0.6414 -1.5127 2.7823  0.169
H -1.6226 -1.7642 1.3997  0.158
H 0.9339 -0.5802 -2.0570  0.248
H 1.6948 -0.4985 -0.3145  0.243
H 1.0524 1.8639 0.0227  0.247
H -0.0313 1.8804 -1.3572  0.233


Run Q
The following is a quantum chemistry calculation of a molecular structure, C5H6N2O2, from the Open Molecules 2025 dataset.

## Properties
- HOMO energy: -8.1 eV
- Spin multiplicity: 1
- Net charge: 0
- Lowest unoccupied orbital energy: -1.80 eV

Last column: natural (NBO) charge in e.
CARTESIAN COORDINATES (ANGSTROEM)
C 0.6613 0.3325 0.0478  0.090
C -0.3702 1.2671 -0.3510  -0.205
C -1.7549 1.1354 -0.2326  -0.071
C -1.2989 -1.1441 0.0549  -0.012
C 0.1492 -0.9290 -0.0035  -0.206
H 3.9519 -1.1174 0.6651  0.430
H 2.5059 1.1561 1.1581  0.429
H 0.0325 2.2666 -0.5456  0.224
H -2.5271 1.9200 0.0300  0.252
H -1.6261 -2.2732 -0.2672  0.242
H 0.8900 -1.5882 -0.0467  0.233
N 2.0591 0.6003 0.2139  -0.411
N -2.2017 -0.1713 -0.1287  0.078
O 2.9061 -0.7977 -0.5642  -0.534
O -3.3770 -0.6571 -0.0303  -0.537


Which is most stable, and by how much? run P, by 153.3 kcal/mol.


Run P
The following is a quantum chemistry calculation of a single C5H6N2O2 molecule, from the Open Molecules 2025 dataset.

## Properties
- SMILES: Nn1ccc2c1OCO2
- HOMO energy: -7.2 eV
- Spin multiplicity: 1
- Net charge: 0
- Lowest unoccupied orbital energy: 0.74 eV

Last column: natural (NBO) charge in e.
CARTESIAN COORDINATES (ANGSTROEM)
N 2.0965 -1.2690 0.0988  -0.634
N 1.2216 -0.1760 -0.0704  -0.193
C 1.5260 1.1851 0.0342  -0.096
C 0.2929 1.9071 0.0496  -0.327
C -0.7005 0.9298 -0.0058  0.135
C -0.1219 -0.2868 -0.0696  0.328
O -0.9773 -1.3397 -0.0187  -0.483
C -2.2639 -0.6287 -0.0001  0.245
O -2.0505 0.7496 0.0750  -0.480
H 2.1138 -1.9048 -0.7795  0.365
H 1.7188 -1.8356 0.8885  0.363
H 2.5795 1.4620 -0.1143  0.225
H 0.2752 3.0214 -0.0976  0.239
H -2.9482 -0.8407 -0.8601  0.157
H -2.7622 -0.9738 0.8701  0.155


Run Q
The following is a quantum chemistry calculation of 2 unconnected molecules or ions with the total composition C5H6N2O2, from the Open Molecules 2025 dataset.

## Properties
- SMILES: c1cocn1.CN=C=O
- HOMO energy: -9.9 eV
- Spin multiplicity: 1
- Net charge: 0
- Lowest unoccupied orbital energy: 0.75 eV

Last column: natural (NBO) charge in e.
CARTESIAN COORDINATES (ANGSTROEM)
C -1.5721 1.3552 -0.2835  -0.124
C -1.0591 1.6681 -1.4984  0.049
O -0.8552 0.5232 -2.1654  -0.402
C -1.1827 -0.4737 -1.3085  0.318
N -1.5443 -0.0282 -0.1650  -0.485
H -1.8585 1.9706 0.6625  0.234
H -1.2146 2.5850 -2.0916  0.219
H -0.9633 -1.4765 -1.6420  0.204
C 0.7124 -1.1801 1.6702  -0.428
N 1.9190 -1.0903 0.8600  -0.551
C 2.6911 -0.3021 0.3558  0.845
O 3.5686 0.2168 -0.2100  -0.528
H -0.2144 -0.8616 1.2096  0.245
H 0.6045 -2.2165 1.9868  0.205
H 0.9685 -0.6901 2.6195  0.201


Which is most stable, and by how much? run Q, by 45.2 kcal/mol.


Run P
The following is a quantum chemistry calculation of 2 unconnected molecules or ions with the total composition C4H14N4O, from the Open Molecules 2025 dataset.

## Properties
- SMILES: [H]/N=N/CN.CC(C)(N)O
- HOMO energy: -9.3 eV
- Spin multiplicity: 1
- Net charge: 0
- Lowest unoccupied orbital energy: 0.51 eV

Last column: natural (NBO) charge in e.
CARTESIAN COORDINATES (ANGSTROEM)
H -3.0062 0.2273 0.4955  0.311
N -2.4964 0.8245 1.1682  -0.320
N -1.4434 0.2682 1.5003  -0.156
C -0.6446 0.9814 2.4779  -0.126
N 0.7608 0.7070 2.3652  -0.818
H -0.8231 2.0628 2.4309  0.194
H -0.9818 0.6268 3.4618  0.205
H 0.9466 -0.2854 2.4599  0.361
H 1.1219 1.0197 1.4692  0.359
C 1.9052 -0.7430 -1.0596  -0.625
C 0.4318 -0.6430 -1.4632  0.387
C -0.0516 0.8211 -1.4102  -0.634
N -0.3498 -1.5344 -0.6266  -0.858
O 0.3255 -1.0953 -2.7998  -0.729
H 2.5120 -0.2716 -1.8270  0.222
H 2.1811 -1.7913 -0.9878  0.226
H 2.0886 -0.2555 -0.1043  0.190
H 0.6049 1.4401 -2.0173  0.216
H -1.0593 0.8927 -1.8192  0.207
H -0.0569 1.1968 -0.3919  0.189
H -1.3390 -1.4183 -0.8213  0.344
H -0.2161 -1.3256 0.3559  0.380
H -0.4100 -1.7049 -2.8568  0.474


Run Q
The following is a quantum chemistry calculation of 2 unconnected molecules or ions with the total composition C4H14N4O, from the Open Molecules 2025 dataset.

## Properties
- HOMO energy: -7.2 eV
- Spin multiplicity: 1
- Net charge: 0
- Lowest unoccupied orbital energy: 0.88 eV

Last column: natural (NBO) charge in e.
CARTESIAN COORDINATES (ANGSTROEM)
C 0.7913 -0.1731 0.2421  -0.060
C 1.1607 0.8110 1.3528  -0.661
C 1.0554 -1.5888 0.7251  -0.645
N 1.6210 0.0478 -0.9699  -0.897
H -0.5270 1.3126 -0.5556  0.441
H 1.7343 1.0426 -1.1485  0.351
H 2.5695 -0.3185 -0.8529  0.355
H 2.2189 0.7185 1.6545  0.200
H 1.0185 1.8561 1.0513  0.187
H 0.8259 -2.3300 -0.0457  0.213
H 0.5509 0.6467 2.2478  0.214
H 2.1077 -1.7312 1.0313  0.180
H 0.4381 -1.8340 1.5930  0.223
N -1.5622 1.2077 -0.6838  -0.543
C -1.2177 -0.5620 -0.5989  0.749
N -2.3092 1.6040 0.4701  -0.647
N -0.8152 -0.9440 -1.8533  -0.936
O -2.0374 -1.1199 0.1022  -0.698
H -2.0642 1.4566 -1.5422  0.404
H -1.6390 1.6490 1.2386  0.358
H -2.9035 0.8035 0.7073  0.381
H 0.1795 -0.7154 -2.0366  0.434
H -1.1962 -1.8393 -2.1289  0.397


Which is most stable, and by how much? run P, by 38.0 kcal/mol.


Run P
The following is a quantum chemistry calculation of 2 unconnected molecules or ions with the total composition C4H4BrN, from the Open Molecules 2025 dataset.

## Properties
- HOMO energy (spin up / spin down): -9.6 / -9.6 eV
- Spin multiplicity: 1
- Net charge: 0
- Lowest unoccupied orbital energy (spin up / spin down): -0.77 / -0.77 eV

Last column: natural (NBO) charge in e.
CARTESIAN COORDINATES (ANGSTROEM)
C -0.9280 -0.7699 1.2691  0.190
C 1.1681 -1.2740 -0.0910  -0.252
C 0.1609 -0.6071 0.4351  -0.117
C -0.5131 1.4400 -0.5165  -0.416
N -1.8773 -0.7573 1.9263  -0.292
Br 2.1279 -0.5677 -1.5585  0.061
H 1.6529 -2.0372 0.3431  0.215
H 0.2805 1.6867 -1.1039  0.190
H -0.7907 1.8526 0.4638  0.221
H -1.2813 1.0339 -1.1677  0.201


Run Q
The following is a quantum chemistry calculation of a single C4H4BrN molecule, from the Open Molecules 2025 dataset.

## Properties
- HOMO energy (spin up / spin down): -8.4 / -8.6 eV
- Spin multiplicity: 1
- Net charge: 0
- Lowest unoccupied orbital energy (spin up / spin down): -0.14 / -0.29 eV

Last column: natural (NBO) charge in e.
CARTESIAN COORDINATES (ANGSTROEM)
C 0.1944 1.0784 -0.5528  -0.155
C -0.2385 -0.0165 0.0575  0.098
C 1.9883 0.1342 -0.0956  0.163
C -1.4736 -0.7609 0.3552  -0.703
N 1.5928 1.2380 -0.5151  -0.495
Br 3.5848 -0.6410 0.2000  0.181
H -0.4182 2.0298 -0.8415  0.210
H -1.6664 -1.6247 -0.3671  0.233
H -2.2879 -0.1864 0.4269  0.229
H -1.2758 -1.2510 1.3325  0.238


Run R
The following is a quantum chemistry calculation of 2 unconnected molecules or ions with the total composition C4H4BrN, from the Open Molecules 2025 dataset.

## Properties
- HOMO energy: -10.6 eV
- Spin multiplicity: 1
- Net charge: 0
- Lowest unoccupied orbital energy: -1.44 eV

Last column: natural (NBO) charge in e.
CARTESIAN COORDINATES (ANGSTROEM)
C 1.3621 -2.2639 -0.1027  0.146
C -1.2714 -1.3910 -0.0150  -0.337
C -0.2089 -0.6577 -0.0817  0.234
C 0.2142 0.7047 0.0837  -0.743
N 2.2829 -2.9378 0.0734  -0.450
Br -2.9847 -0.4510 0.1229  0.056
H -1.2487 -2.4989 -0.0449  0.285
H -0.8078 1.2965 0.4146  0.280
H 0.3976 1.2023 -0.9059  0.256
H 1.0717 0.6915 0.7260  0.273


Which is most stable, and by how much? run P, by 1.9 kcal/mol.